Record 1
Density functional theory data (ωB97M-V/def2-TZVPD) for one molecule with the formula C19H20ClN3O2S.

Element x y z (Å)
C -7.274 -1.742 1.057
C -5.751 -1.716 1.140
C -5.121 -2.211 -0.164
C -3.597 -2.158 -0.069
N -3.123 -0.828 0.255
S -3.072 0.249 -1.034
O -4.266 1.044 -1.149
O -2.649 -0.494 -2.186
C -1.729 1.299 -0.489
C -1.962 2.613 -0.129
C -0.896 3.387 0.305
C 0.374 2.844 0.368
C 0.606 1.518 -0.006
C 1.956 0.985 0.058
C 2.411 -0.265 -0.337
N 3.741 -0.282 -0.086
C 4.678 -1.241 -0.277
C 5.969 -0.977 0.077
Cl 7.175 -2.189 -0.160
C 6.336 0.268 0.633
C 5.387 1.231 0.823
C 4.057 0.969 0.462
N 2.983 1.724 0.545
C -0.470 0.742 -0.435
C -3.714 -0.277 1.456
C -5.243 -0.301 1.423
H -7.630 -2.750 0.861
H -7.713 -1.397 1.991
H -7.617 -1.093 0.255
H -5.429 -2.376 1.956
H -5.439 -1.568 -0.987
H -5.439 -3.233 -0.378
H -3.139 -2.426 -1.021
H -3.235 -2.839 0.710
H -2.964 3.004 -0.203
H -1.059 4.415 0.592
H 1.216 3.430 0.701
H 1.899 -1.099 -0.769
H 4.361 -2.179 -0.706
H 7.366 0.439 0.900
H 5.624 2.194 1.243
H -0.352 -0.285 -0.737
H -3.346 0.747 1.554
H -3.342 -0.863 2.304
H -5.582 0.369 0.632
H -5.631 0.060 2.378

- E (eV) = -51950.8961
- SMILES string = CC1CCN(S(=O)(=O)c2cccc(-c3cn4cc(Cl)ccc4n3)c2)CC1
- gap between HOMO and LUMO (eV) = 8.52
- charge = 0
- relative energy (zero: lowest compared OMol25 entry of this formula, charge and spin) (kcal/mol) = 14.9
- max |F| (eV/A) = 1.065

Atomic partial charges in e from the natural (NBO) method, atoms 1 to 6:
1 C -0.597
2 C -0.214
3 C -0.420
4 C -0.228
5 N -0.674
6 S 2.315


Record 2
Density functional theory data (ωB97M-V/def2-TZVPD) for a 2-piece molecular cluster, C20H17N4O5 overall.

Element x y z (Å)
C 2.869 -2.154 -3.388
C 3.729 -1.323 -2.265
O 4.688 -2.010 -1.601
O 3.568 0.099 -1.917
C 4.167 0.923 -3.007
O 5.414 0.708 -3.441
C 3.136 2.070 -3.654
N 1.763 1.366 -3.696
C 1.502 0.733 -5.046
N 0.143 0.086 -4.789
C -0.277 0.414 -3.347
N -1.456 -0.028 -2.763
N 0.803 1.254 -2.694
H 1.838 -1.615 -3.520
H 3.468 -2.162 -4.404
H 2.617 -3.265 -3.033
H 3.117 3.062 -3.020
H 3.497 2.361 -4.731
H 2.175 0.750 -6.004
H -1.510 -1.044 -2.522
H -2.228 0.665 -2.621
H 0.857 1.669 -1.734
C 1.355 0.267 1.084
C 1.749 0.787 2.317
C 0.849 0.811 3.384
C -0.453 0.324 3.214
C -0.854 -0.173 1.974
C 0.056 -0.212 0.910
C -2.239 -0.642 1.770
O -2.591 -1.082 0.683
C -3.196 -0.566 2.892
C -4.528 -0.954 2.696
C -5.436 -0.897 3.755
C -5.016 -0.464 5.013
C -3.691 -0.072 5.209
C -2.782 -0.114 4.144
C -1.392 0.337 4.353
O -1.023 0.723 5.457
H 2.059 0.240 0.255
H 2.758 1.172 2.449
H 1.165 1.213 4.345
H -0.246 -0.611 -0.057
H -4.863 -1.297 1.718
H -6.471 -1.194 3.600
H -5.722 -0.427 5.840
H -3.372 0.271 6.192

- E (eV) = -37199.4298
- gap between HOMO and LUMO (eV) = 6.76
- charge = +1
- max |F| (eV/A) = 9.533

Atomic partial charges in e from the natural (NBO) method, atoms 1 to 6:
1 C -0.731
2 C 0.746
3 O -0.473
4 O -0.574
5 C 0.748
6 O -0.463


Record 3
Density functional theory data (ωB97M-V/def2-TZVPD) for a 3-piece molecular cluster, CH6O4 overall.

Element x y z (Å)
O 2.214 0.446 1.935
C 1.041 0.508 2.177
O 0.093 -0.136 1.508
H 0.708 1.151 2.939
H 0.386 -0.637 0.699
O 0.651 -1.586 -1.670
H 0.586 -1.472 -2.610
H 1.575 -1.341 -1.659
O -2.624 1.236 -0.929
H -2.274 0.587 -0.410
H -2.356 1.244 -1.980

- E (eV) = -9323.5597
- SMILES string = O=CO.O.O
- gap between HOMO and LUMO (eV) = 11.07
- charge = 0
- relative energy (zero: lowest compared OMol25 entry of this formula, charge and spin) (kcal/mol) = 31.3
- max |F| (eV/A) = 7.150

Atomic partial charges in e from the natural (NBO) method, atoms 1 to 6:
1 O -0.586
2 C 0.645
3 O -0.697
4 H 0.120
5 H 0.516
6 O -0.933


Record 4
Density functional theory data (ωB97M-V/def2-TZVPD) for one molecule with the formula C17H18N2O6.

Element x y z (Å)
C 2.283 -0.643 -4.735
C 1.048 -1.254 -4.078
O 1.372 -2.264 -3.140
C 1.696 -1.927 -1.870
C 1.834 -2.998 -0.982
C 2.128 -2.786 0.346
C 2.298 -1.489 0.824
O 2.626 -1.228 2.145
C 1.705 -1.653 3.131
C 0.574 -0.628 3.263
O 0.418 0.060 4.244
N -0.189 -0.569 2.128
C -1.085 0.412 1.745
C -1.494 1.425 2.615
C -2.344 2.433 2.210
C -2.818 2.486 0.897
O -3.652 3.430 0.402
C -4.091 4.461 1.258
C -2.416 1.494 0.013
C -1.574 0.465 0.422
N -1.233 -0.508 -0.564
O -1.325 -0.196 -1.732
O -0.865 -1.613 -0.189
C 2.185 -0.422 -0.057
C 1.890 -0.634 -1.393
H 2.918 -0.151 -4.003
H 1.976 0.085 -5.481
H 2.865 -1.422 -5.221
H 0.450 -1.770 -4.835
H 0.420 -0.487 -3.612
H 1.691 -3.996 -1.363
H 2.231 -3.627 1.016
H 2.259 -1.682 4.072
H 1.294 -2.645 2.910
H -0.013 -1.273 1.409
H -1.128 1.408 3.628
H -2.633 3.180 2.932
H -4.737 5.090 0.648
H -3.253 5.058 1.631
H -4.665 4.066 2.101
H -2.772 1.511 -1.005
H 2.332 0.581 0.315
H 1.795 0.222 -2.042

- E (eV) = -33182.9563
- SMILES string = CCOc1ccc(OCC(=O)Nc2ccc(OC)cc2[N+](=O)[O-])cc1
- gap between HOMO and LUMO (eV) = 7.46
- charge = 0
- relative energy (zero: lowest compared OMol25 entry of this formula, charge and spin) (kcal/mol) = 88.3
- max |F| (eV/A) = 1.576

Atomic partial charges in e from the natural (NBO) method, atoms 1 to 6:
1 C -0.636
2 C -0.068
3 O -0.493
4 C 0.301
5 C -0.220
6 C -0.260


Record 5
Density functional theory data (ωB97M-V/def2-TZVPD) for one molecule with the formula C4H6O2.

Element x y z (Å)
O 1.642 -0.208 1.523
C 1.501 -0.081 0.329
C 0.172 0.105 -0.330
O 0.223 0.653 -1.629
C -1.019 -0.801 -0.225
C -0.919 0.275 0.783
H 2.397 0.005 -0.319
H 0.809 1.418 -1.709
H -0.920 -1.847 0.032
H -1.700 -0.562 -1.034
H -0.608 -0.089 1.766
H -1.578 1.131 0.815

- E (eV) = -8338.2778
- SMILES string = O=CC1(O)CC1
- gap between HOMO and LUMO (eV) = 10.37
- charge = 0
- relative energy (zero: lowest compared OMol25 entry of this formula, charge and spin) (kcal/mol) = 50.3
- max |F| (eV/A) = 0.741

Atomic partial charges in e from the natural (NBO) method, atoms 1 to 6:
1 O -0.523
2 C 0.405
3 C 0.103
4 O -0.691
5 C -0.400
6 C -0.413


Record 6
Density functional theory data (ωB97M-V/def2-TZVPD) for a 3-piece molecular cluster, C3H8O4 overall.

Element x y z (Å)
O 0.982 1.655 2.088
C 0.178 -1.011 0.911
O 0.690 -2.166 0.562
C -1.067 -0.403 0.453
C 0.691 0.224 0.109
O 0.333 0.782 -1.323
H 0.533 -0.731 1.992
H -1.565 0.398 1.014
H -1.577 -0.830 -0.393
H 1.546 -0.236 -0.353
H 0.838 1.119 0.646
H -0.226 0.251 -1.875
H -1.550 -0.771 -3.698
H 1.488 2.192 2.651
O -1.294 -0.473 -2.784

- E (eV) = -11416.5711
- gap between HOMO and LUMO (eV) = 3.60
- charge = 0
- relative energy (zero: lowest compared OMol25 entry of this formula, charge and spin) (kcal/mol) = 338.9
- max |F| (eV/A) = 8.803

Atomic partial charges in e from the natural (NBO) method, atoms 1 to 6:
1 O -0.830
2 C 0.035
3 O -0.427
4 C -0.019
5 C -0.124
6 O -0.644